# 1
Here is C25H32BiFN6OS2Si as an isolated structure from OMol25. Energies are from ωB97M-V/def2-TZVPD.

Summary:
net charge = 0
lowest unoccupied orbital energy = -0.35 eV
HOMO = -6.85 eV
max |F| = 2.0 eV Å⁻¹

Structure (XYZ):
```
69
C25H32BiFN6OS2Si | OMol25 | ωB97M-V/def2-TZVPD
Bi -0.236 0.237 -0.613
N 3.140 -3.309 -1.285
C 2.540 -2.629 -0.285
S 2.747 -0.919 -0.173
N 1.911 -3.471 0.499
N 1.139 -3.027 1.488
C 1.515 -2.200 2.402
C 0.606 -1.968 3.518
C -0.546 -2.757 3.641
C -1.441 -2.418 4.647
C -1.119 -1.361 5.497
C 0.082 -0.661 5.301
N 0.959 -1.024 4.405
H 3.737 -2.816 -1.952
H 2.836 -4.292 -1.413
H 2.509 -1.727 2.432
H -0.740 -3.679 3.054
H -2.380 -2.931 4.738
H -1.672 -1.155 6.386
H 0.400 0.145 5.952
O 2.004 1.732 3.161
H 1.808 0.879 3.556
H 2.595 2.175 3.763
C -0.962 3.166 1.508
Si -0.285 2.828 -0.172
C -1.326 3.710 -1.471
C 1.358 3.638 -0.361
C 2.116 3.923 0.772
C 3.413 4.387 0.589
C 3.879 4.755 -0.660
C 3.117 4.437 -1.793
C 1.854 3.901 -1.632
H -0.632 4.145 1.840
H -0.549 2.433 2.236
H -2.075 3.004 1.537
H -1.406 4.822 -1.166
H -2.348 3.346 -1.582
H -0.868 3.659 -2.447
H 1.722 3.689 1.765
H 4.003 4.461 1.495
H 4.890 5.155 -0.742
H 3.484 4.709 -2.795
H 1.250 3.717 -2.526
S -3.083 0.221 -0.290
C -2.837 -1.472 -0.290
N -3.097 -2.186 0.795
C -2.982 -3.650 0.797
C -1.847 -4.058 -0.133
C -2.185 -3.539 -1.555
N -2.456 -2.094 -1.437
H -3.297 -1.669 1.641
H -3.938 -4.084 0.542
H -2.760 -4.035 1.839
H -1.722 -5.172 -0.110
H -0.932 -3.558 0.251
H -2.991 -4.128 -1.993
H -1.373 -3.672 -2.235
H -2.257 -1.512 -2.240
F -0.533 0.557 -6.912
C -0.522 0.384 -5.553
C 0.547 -0.266 -4.948
C 0.525 -0.345 -3.548
C -0.400 0.349 -2.800
C -1.454 0.969 -3.442
C -1.460 1.053 -4.819
H 1.377 -0.761 -5.465
H 1.156 -1.092 -3.012
H -2.263 1.437 -2.877
H -2.243 1.609 -5.318
```

***

# 2
Here is C6H8LiO6Tl as an isolated structure from OMol25. Energies are from ωB97M-V/def2-TZVPD.

Summary:
multiplicity = 2
net charge = +1
lowest unoccupied orbital energy (spin up / spin down) = -3.34 / -6.36 eV
HOMO (spin up / spin down) = -12.97 / -13.49 eV
max |F| = 4.3 eV Å⁻¹

Structure (XYZ):
```
22
C6H8LiO6Tl | OMol25 | ωB97M-V/def2-TZVPD
Tl 1.113 -0.114 0.639
O -0.245 1.225 -0.246
O -2.790 0.183 1.867
C -2.349 -0.427 3.106
C -1.151 -1.251 2.674
O -0.931 -0.786 1.314
C -1.919 0.047 0.896
H -2.078 0.381 3.794
H -3.176 -1.021 3.503
H -1.303 -2.331 2.586
H -0.289 -1.113 3.334
Li -2.124 0.466 -1.180
O -0.727 0.999 -2.416
O 1.319 1.720 -1.755
C 2.114 0.969 -2.678
C 2.459 -0.365 -2.003
O 1.389 -0.741 -1.197
C 0.111 1.154 -1.506
H 1.513 0.792 -3.581
H 3.000 1.567 -2.919
H 3.404 -0.242 -1.437
H 2.659 -1.111 -2.795
```

***

# 3
Here is one molecule with the formula C7H8O2 from OMol25. Energies are from ωB97M-V/def2-TZVPD.

Summary:
net charge = 0
lowest unoccupied orbital energy = 0.54 eV
HOMO = -8.78 eV
max |F| = 1.4 eV Å⁻¹
SMILES string = C=C=C(O)[C@@]1(C)CC1=O

Structure (XYZ):
```
17
C7H8O2 | OMol25 | ωB97M-V/def2-TZVPD
C -1.147 -1.231 0.585
C -1.474 0.645 -1.248
C 0.880 -0.082 -0.517
C -0.847 0.036 1.247
C 1.683 0.145 0.502
C -0.575 -0.034 -0.236
C 2.566 0.549 1.365
O 1.316 -0.485 -1.753
O -1.046 0.727 2.199
H 0.555 -0.621 -2.327
H -0.501 -2.082 0.746
H -2.187 -1.488 0.430
H -1.671 -0.003 -2.106
H -1.017 1.568 -1.603
H -2.427 0.898 -0.786
H 2.977 1.549 1.339
H 2.915 -0.091 2.164
```

***

# 4
Here is C22H17Br2IrN2O6 as an isolated structure from OMol25. Energies are from ωB97M-V/def2-TZVPD.

Summary:
multiplicity = 5
net charge = 0
lowest unoccupied orbital energy (spin up / spin down) = -0.46 / -1.83 eV
HOMO (spin up / spin down) = -7.54 / -8.16 eV
max |F| = 0.4 eV Å⁻¹

Structure (XYZ):
```
50
C22H17Br2IrN2O6 | OMol25 | ωB97M-V/def2-TZVPD
Ir -0.755 -1.019 1.035
O -5.334 -0.275 1.476
C -4.130 0.069 1.008
O -3.518 -0.611 0.222
C -3.744 1.443 1.528
O -2.375 1.724 1.399
C -1.707 1.814 2.651
C -1.763 0.510 3.453
O -1.824 0.530 4.656
O -1.783 -0.584 2.719
H -5.574 -1.127 1.083
H -4.095 1.531 2.559
H -4.314 2.159 0.926
H -2.123 2.613 3.268
H -0.664 2.048 2.430
C -1.320 1.428 -1.392
C 0.105 1.333 -0.949
C 1.066 2.162 -1.570
C 2.371 2.115 -1.193
C 2.774 1.234 -0.164
C 4.104 1.081 0.291
Br 5.497 2.137 -0.437
C 4.405 0.169 1.262
C 3.396 -0.626 1.824
Br 3.854 -1.902 3.132
C 2.070 -0.524 1.439
O 1.125 -1.283 1.943
C 1.774 0.435 0.420
N 0.460 0.504 0.017
H -1.366 1.480 -2.479
H -1.754 2.345 -0.991
H -1.912 0.589 -1.035
H 0.742 2.820 -2.364
H 3.109 2.738 -1.680
H 5.423 0.050 1.606
C -0.926 -2.988 0.121
C -0.154 -2.477 -0.997
C -0.772 -1.868 -2.115
C -0.018 -1.258 -3.089
C 1.377 -1.231 -2.992
C 2.012 -1.902 -1.940
C 1.264 -2.533 -0.976
C 2.145 -0.496 -3.954
N 2.757 0.125 -4.705
H -0.424 -3.701 0.766
H -1.973 -3.204 -0.068
H -1.854 -1.861 -2.174
H -0.497 -0.776 -3.932
H 3.093 -1.910 -1.889
H 1.752 -3.032 -0.148
```

***

# 5
Here is C44H42GeIrNO3S5 as an isolated structure from OMol25. Energies are from ωB97M-V/def2-TZVPD.

Summary:
multiplicity = 6
net charge = +1
lowest unoccupied orbital energy (spin up / spin down) = -2.38 / -4.28 eV
HOMO (spin up / spin down) = -9.06 / -9.47 eV
max |F| = 13.4 eV Å⁻¹

Structure (XYZ):
```
97
C44H42GeIrNO3S5 | OMol25 | ωB97M-V/def2-TZVPD
Ir 1.317 -2.511 -1.135
S 2.209 -4.638 -1.492
C 3.110 -5.055 -0.054
C 4.156 -5.973 -0.159
C 4.917 -6.302 0.950
C 4.636 -5.734 2.185
C 3.583 -4.838 2.311
C 2.823 -4.498 1.202
S 1.515 -3.323 1.392
C 0.029 -4.345 1.200
C -1.040 -3.302 1.076
C -2.130 -3.260 1.937
C -3.003 -2.192 1.855
C -2.734 -1.183 0.944
C -1.618 -1.297 0.129
C -1.254 -0.215 -0.850
S 0.253 -2.025 -3.339
C 1.339 -0.916 -4.094
C 0.858 -0.066 -5.108
C 1.687 0.804 -5.770
C 3.060 0.865 -5.465
C 3.570 0.037 -4.509
C 2.733 -0.864 -3.794
S 3.443 -1.891 -2.655
N -0.803 -2.349 0.172
H 4.372 -6.414 -1.123
H 5.734 -7.004 0.850
H 5.232 -5.988 3.051
H 3.350 -4.397 3.271
H -0.130 -5.000 2.053
H 0.130 -4.928 0.284
H -2.272 -4.049 2.662
H -3.858 -2.126 2.514
H -3.353 -0.298 0.896
H -0.187 -0.235 -1.084
H -1.542 0.784 -0.505
H -0.188 -0.115 -5.381
H 1.282 1.444 -6.543
H 3.705 1.552 -5.996
H 4.625 0.048 -4.268
O -2.273 -1.871 -2.750
S -2.123 -0.488 -2.386
C -3.682 0.380 -2.248
C -3.386 1.780 -2.774
C -2.510 1.574 -4.012
C -1.392 0.613 -3.606
H -4.048 0.314 -1.226
H -4.348 -0.179 -2.909
H -2.851 2.360 -2.019
H -4.313 2.305 -3.001
H -2.088 2.507 -4.381
H -3.100 1.133 -4.818
H -0.551 1.101 -3.110
H -1.009 -0.037 -4.390
O 0.899 -0.097 -0.822
C 2.047 -0.016 -0.319
O 2.717 -1.058 -0.040
C 2.665 1.334 -0.102
C 1.639 2.438 0.102
Ge 0.201 2.226 1.422
C -0.195 4.002 2.148
C -1.486 4.282 2.604
C -1.800 5.516 3.156
C -0.826 6.499 3.254
C 0.459 6.240 2.803
C 0.769 5.001 2.258
C 0.500 0.977 2.897
C 1.577 0.094 2.964
C 1.729 -0.766 4.045
C 0.808 -0.757 5.081
C -0.266 0.123 5.035
C -0.412 0.980 3.955
C -1.504 1.724 0.567
C -2.377 0.800 1.137
C -3.677 0.652 0.661
C -4.112 1.396 -0.426
C -3.238 2.293 -1.035
C -1.957 2.462 -0.530
H 3.241 1.532 -1.015
H 3.399 1.276 0.701
H 1.127 2.642 -0.842
H 2.163 3.359 0.360
H -2.268 3.535 2.515
H -2.807 5.711 3.504
H -1.069 7.464 3.680
H 1.224 7.003 2.878
H 1.786 4.824 1.928
H 2.314 0.052 2.175
H 2.576 -1.440 4.077
H 0.930 -1.421 5.926
H -0.982 0.150 5.847
H -1.244 1.678 3.953
H -2.054 0.207 1.986
H -4.361 -0.020 1.167
H -5.134 1.306 -0.777
H -3.573 2.893 -1.873
H -1.312 3.208 -0.983
```

***

# 6
Here is C39H73BGaN10S2Si4Te as an isolated structure from OMol25. Energies are from ωB97M-V/def2-TZVPD.

Summary:
net charge = +1
lowest unoccupied orbital energy = -2.56 eV
HOMO = -9.42 eV
max |F| = 0.7 eV Å⁻¹

Structure (XYZ):
```
131
C39H73BGaN10S2Si4Te | OMol25 | ωB97M-V/def2-TZVPD
Ga -1.339 -0.315 -0.115
C -2.205 2.450 4.454
C -1.900 1.193 3.700
C -1.556 -0.044 4.198
C -1.371 -0.895 3.099
N -1.598 -0.181 1.974
N -1.913 1.096 2.362
B -2.421 2.134 1.344
N -3.579 1.503 0.527
N -3.354 0.619 -0.505
C -4.505 0.530 -1.191
C -5.478 1.322 -0.556
C -4.857 1.931 0.509
C -5.426 2.895 1.500
C -4.690 -0.141 -2.545
C -4.371 -1.633 -2.519
C -3.737 0.546 -3.526
C -6.131 0.049 -3.017
N -1.344 2.587 0.357
N -1.078 1.882 -0.787
C -0.330 2.680 -1.557
C -0.105 3.896 -0.885
C -0.756 3.797 0.319
C -0.830 4.792 1.430
C 0.199 2.400 -2.947
C -0.206 1.035 -3.511
C 1.726 2.508 -2.901
C -0.331 3.498 -3.886
C -1.030 -2.378 3.270
C -2.319 -3.134 3.643
C -0.400 -3.057 2.054
C -0.038 -2.501 4.437
H -2.032 2.279 5.514
H -1.572 3.274 4.127
H -3.242 2.759 4.320
H -1.453 -0.300 5.243
H -2.827 3.085 1.945
H -6.505 1.469 -0.859
H -6.497 2.987 1.334
H -5.261 2.566 2.528
H -4.978 3.885 1.396
H -3.318 -1.795 -2.310
H -4.971 -2.155 -1.770
H -4.591 -2.073 -3.497
H -2.718 0.444 -3.170
H -3.813 0.094 -4.520
H -3.961 1.616 -3.608
H -6.839 -0.451 -2.348
H -6.400 1.107 -3.083
H -6.241 -0.389 -4.012
H 0.449 4.754 -1.241
H -0.257 5.676 1.159
H -1.859 5.099 1.632
H -0.414 4.383 2.353
H -0.432 0.314 -2.727
H -1.085 1.116 -4.148
H 0.600 0.621 -4.121
H 2.039 3.461 -2.469
H 2.161 1.706 -2.297
H 2.126 2.447 -3.915
H -1.424 3.545 -3.849
H 0.063 4.479 -3.611
H -0.027 3.286 -4.916
H -2.950 -3.299 2.767
H -2.057 -4.113 4.056
H -2.899 -2.587 4.390
H -0.903 -2.798 1.130
H 0.648 -2.792 1.954
H -0.468 -4.143 2.180
H -0.502 -2.263 5.398
H 0.323 -3.533 4.490
H 0.825 -1.845 4.291
N -4.557 -0.975 1.962
C -4.177 -1.975 1.145
N -3.075 -2.017 0.431
C -2.961 -3.238 -0.201
C -3.948 -4.122 0.011
S -5.125 -3.426 1.057
C -1.802 -3.395 -1.061
C -1.368 -4.534 -1.620
S 0.074 -4.246 -2.512
C 0.004 -2.575 -2.075
N -1.031 -2.257 -1.323
N 0.934 -1.717 -2.510
H -4.063 -0.099 1.917
H -5.487 -0.972 2.337
H -4.077 -5.117 -0.396
H -1.799 -5.524 -1.553
H 1.757 -2.088 -2.943
H 1.039 -0.849 -2.010
C 3.527 -3.516 0.812
Si 4.201 -1.890 1.444
C 3.416 -1.527 3.105
C 6.043 -2.061 1.711
Si 3.674 -0.252 -0.161
Te 1.196 -0.198 0.588
Si 4.786 -0.881 -2.157
C 4.378 -2.536 -2.960
C 6.561 -1.062 -1.581
C 4.772 0.400 -3.511
Si 4.373 1.860 0.561
C 6.247 1.860 0.535
C 3.817 3.367 -0.377
C 3.787 2.013 2.328
H 3.622 -4.283 1.591
H 4.076 -3.868 -0.072
H 2.464 -3.427 0.548
H 3.263 -2.466 3.652
H 2.444 -1.035 2.997
H 4.055 -0.878 3.716
H 6.223 -2.749 2.547
H 6.511 -1.102 1.964
H 6.553 -2.462 0.830
H 3.987 -3.273 -2.246
H 5.309 -2.945 -3.365
H 3.689 -2.435 -3.808
H 6.729 -2.044 -1.126
H 6.861 -0.300 -0.854
H 7.223 -0.977 -2.451
H 3.856 0.360 -4.108
H 5.620 0.211 -4.181
H 4.874 1.417 -3.112
H 6.636 1.967 -0.486
H 6.672 0.945 0.966
H 6.616 2.709 1.125
H 4.096 3.327 -1.436
H 4.312 4.235 0.070
H 2.732 3.513 -0.309
H 4.348 1.338 2.988
H 2.723 1.757 2.413
H 3.923 3.038 2.692
```